C17H71BN2O15P | wB97M-V/def2-TZVPD

Calculated values
HOMO level ... -2.1 eV
E_tot ... -62430.5044 eV
Gap between HOMO and LUMO ... 3.70 eV
LUMO energy ... 1.57 eV
Net charge ... -1

```
107
C17H71BN2O15P wB97M-V/def2-TZVPD
N 2.324 0.349 0.961
C 1.544 -0.860 1.355
C 2.486 -1.977 1.873
C 2.066 -3.425 1.425
P 3.009 -4.047 -0.136
B 1.663 -3.457 -1.410
N 2.120 -3.070 -2.762
O 0.240 -3.384 -1.206
H 3.220 0.044 0.605
H 1.812 0.789 0.207
H 0.884 -1.201 0.541
H 0.876 -0.536 2.173
H 2.392 -1.976 2.976
H 3.548 -1.786 1.652
H 2.399 -4.074 2.264
H 0.967 -3.522 1.386
H 3.752 -2.755 -0.256
H 4.073 -4.576 0.737
H 2.349 -5.370 -0.063
H 3.794 -4.557 -1.291
H 3.128 -3.066 -2.822
H 1.705 -2.195 -3.063
H -0.041 -2.489 -1.060
C -0.107 0.732 -3.325
O 1.021 0.002 -2.851
H -0.507 0.221 -4.200
H -0.875 0.777 -2.551
H 0.196 1.747 -3.607
H 1.358 0.464 -2.082
C -2.918 2.025 -0.477
O -2.301 0.801 -0.856
H -2.520 2.820 -1.105
H -4.002 1.957 -0.621
H -2.699 2.248 0.571
H -2.664 0.113 -0.293
C 4.115 -5.462 4.609
O 4.559 -5.834 3.311
H 4.701 -4.608 4.938
H 3.059 -5.177 4.580
H 4.257 -6.292 5.312
H 4.027 -6.580 3.030
C 4.664 -3.131 7.536
O 4.202 -2.577 6.316
H 3.881 -3.768 7.945
H 5.562 -3.734 7.366
H 4.890 -2.335 8.255
H 4.905 -2.018 5.967
C -4.848 -0.598 -2.032
O -5.546 -0.216 -0.846
H -4.001 -1.221 -1.754
H -5.512 -1.168 -2.688
H -4.488 0.290 -2.548
H -6.289 0.333 -1.116
C -6.341 -0.357 2.642
O -5.115 -0.831 2.112
H -6.169 -0.030 3.666
H -6.708 0.489 2.052
H -7.089 -1.155 2.642
H -5.287 -1.113 1.207
C 6.694 0.619 6.370
O 5.722 -0.192 5.729
H 6.869 0.238 7.375
H 7.631 0.588 5.808
H 6.336 1.650 6.435
H 5.595 0.168 4.844
C 7.885 0.321 2.205
O 6.857 0.963 2.957
H 8.785 0.286 2.816
H 7.587 -0.697 1.947
H 8.093 0.886 1.292
H 6.071 0.985 2.405
C -1.001 5.853 -1.416
O -1.964 5.048 -2.091
H -0.855 5.446 -0.418
H -0.049 5.836 -1.953
H -1.358 6.884 -1.335
H -2.082 5.417 -2.968
C 1.370 -0.737 7.308
O 1.903 0.215 8.228
H 0.328 -0.919 7.564
H 1.427 -0.345 6.290
H 1.928 -1.672 7.375
H 2.818 0.360 7.983
C -6.150 2.891 -4.476
O -5.031 2.157 -3.991
H -6.546 2.382 -5.352
H -6.927 2.942 -3.708
H -5.840 3.900 -4.757
H -4.697 2.623 -3.220
C -2.560 2.421 -7.253
O -3.615 2.806 -6.376
H -2.489 3.153 -8.055
H -1.612 2.393 -6.711
H -2.768 1.437 -7.684
H -3.662 2.146 -5.673
C -9.065 2.633 -1.737
O -7.937 1.906 -1.260
H -9.460 2.117 -2.609
H -9.839 2.679 -0.967
H -8.770 3.646 -2.024
H -7.598 2.371 -0.492
C -0.463 2.871 -10.905
O -0.136 2.849 -9.520
H -1.204 3.650 -11.069
H 0.425 3.091 -11.503
H -0.883 1.909 -11.212
H 0.515 2.158 -9.391
```


C17H7BiBrCl5IN2O5 | wB97M-V/def2-TZVPD

Calculated values
HOMO level ... -12.0 eV
E_tot ... -177549.8622 eV
Gap between HOMO and LUMO ... 7.56 eV
ΔE to the lowest compared entry with this formula, charge and spin ... 0.000 eV
LUMO energy ... -4.40 eV
Net charge ... +1

```
39
C17H7BiBrCl5IN2O5 wB97M-V/def2-TZVPD
Bi 0.255 -0.121 0.956
O -0.517 5.479 -1.279
C 0.605 5.443 -0.582
O 1.269 6.414 -0.350
C 1.062 4.111 -0.065
C 2.259 3.959 0.616
N 2.368 2.669 0.960
N 1.322 1.962 0.522
C 0.513 2.823 -0.087
C -0.747 2.271 -0.652
O -1.521 2.948 -1.282
O -0.930 0.990 -0.402
H -0.945 4.602 -1.371
H 3.014 4.690 0.853
H 3.143 2.191 1.397
Cl 6.182 -4.421 0.435
C 4.845 -3.377 0.220
C 4.565 -2.402 1.174
Cl 5.546 -2.237 2.568
C 3.476 -1.559 0.983
Cl 3.093 -0.353 2.190
C 2.659 -1.656 -0.136
O 1.635 -0.813 -0.382
C 2.938 -2.654 -1.079
Cl 1.897 -2.791 -2.434
C 4.024 -3.505 -0.906
Cl 4.348 -4.711 -2.068
Br -3.864 -4.552 1.028
C -4.373 -2.840 0.437
C -5.712 -2.479 0.530
C -6.126 -1.227 0.108
C -5.212 -0.324 -0.415
C -3.876 -0.674 -0.518
C -3.467 -1.928 -0.087
I -1.439 -2.447 -0.310
H -6.422 -3.187 0.933
H -7.171 -0.960 0.186
H -5.534 0.651 -0.753
H -3.159 0.018 -0.938
```


C17H8Cl5CoN2O3 | wB97M-V/def2-TZVPD

Calculated values
HOMO level (alpha / beta) ... -8.8 / -8.8 eV
E_tot ... -127120.4208 eV
Gap between HOMO and LUMO (alpha / beta) ... 7.81 / 7.81 eV
LUMO energy (alpha / beta) ... -1.01 / -1.01 eV

```
36
C17H8Cl5CoN2O3 wB97M-V/def2-TZVPD
Co -0.314 0.392 -1.197
Cl 1.272 -6.355 -1.169
C 0.501 -4.822 -1.244
C 1.261 -3.668 -1.388
Cl 2.972 -3.730 -1.494
C 0.609 -2.447 -1.448
Cl 1.489 -0.952 -1.606
C -0.771 -2.299 -1.370
O -1.336 -1.127 -1.454
C -1.521 -3.480 -1.211
Cl -3.225 -3.328 -1.089
C -0.893 -4.717 -1.154
Cl -1.836 -6.137 -0.963
N 0.171 0.050 6.004
C 0.102 0.105 4.858
C 0.014 0.175 3.426
C 1.072 0.707 2.693
C 0.986 0.782 1.312
C -0.156 0.319 0.669
C -1.214 -0.214 1.395
C -1.128 -0.287 2.776
H 1.956 1.060 3.207
H 1.816 1.190 0.747
H -2.100 -0.570 0.886
H -1.944 -0.700 3.355
O -1.658 1.817 -1.229
C -0.715 2.647 -1.353
C -0.701 4.145 -1.339
C 0.807 4.434 -1.303
C 1.491 3.062 -1.349
O 2.670 2.841 -1.287
N 0.497 2.098 -1.458
H -1.250 4.511 -0.472
H -1.201 4.526 -2.230
H 1.116 4.931 -0.384
H 1.159 5.039 -2.136
```


Look up the E_tot of the third one.
-127120.4208 eV


E_tot of number 1 (C17H71BN2O15P)?
-62430.5044 eV


Copy entry 3 word for word.
C17H8Cl5CoN2O3 | wB97M-V/def2-TZVPD

Calculated values
HOMO level (alpha / beta) ... -8.8 / -8.8 eV
E_tot ... -127120.4208 eV
Gap between HOMO and LUMO (alpha / beta) ... 7.81 / 7.81 eV
LUMO energy (alpha / beta) ... -1.01 / -1.01 eV

```
36
C17H8Cl5CoN2O3 wB97M-V/def2-TZVPD
Co -0.314 0.392 -1.197
Cl 1.272 -6.355 -1.169
C 0.501 -4.822 -1.244
C 1.261 -3.668 -1.388
Cl 2.972 -3.730 -1.494
C 0.609 -2.447 -1.448
Cl 1.489 -0.952 -1.606
C -0.771 -2.299 -1.370
O -1.336 -1.127 -1.454
C -1.521 -3.480 -1.211
Cl -3.225 -3.328 -1.089
C -0.893 -4.717 -1.154
Cl -1.836 -6.137 -0.963
N 0.171 0.050 6.004
C 0.102 0.105 4.858
C 0.014 0.175 3.426
C 1.072 0.707 2.693
C 0.986 0.782 1.312
C -0.156 0.319 0.669
C -1.214 -0.214 1.395
C -1.128 -0.287 2.776
H 1.956 1.060 3.207
H 1.816 1.190 0.747
H -2.100 -0.570 0.886
H -1.944 -0.700 3.355
O -1.658 1.817 -1.229
C -0.715 2.647 -1.353
C -0.701 4.145 -1.339
C 0.807 4.434 -1.303
C 1.491 3.062 -1.349
O 2.670 2.841 -1.287
N 0.497 2.098 -1.458
H -1.250 4.511 -0.472
H -1.201 4.526 -2.230
H 1.116 4.931 -0.384
H 1.159 5.039 -2.136
```